{"formula": "C43H66F3N9O6P", "method": "ωB97M-V/def2-TZVPD", "elements": ["C", "C", "C", "C", "C", "C", "C", "C", "N", "C", "C", "O", "O", "P", "C", "F", "C", "O", "C", "C", "O", "C", "C", "C", "N", "N", "C", "O", "F", "C", "O", "F", "H", "H", "H", "H", "H", "H", "H", "H", "H", "H", "H", "H", "H", "H", "H", "H", "H", "H", "H", "H", "H", "H", "H", "H", "H", "H", "H", "H", "H", "H", "H", "H", "H", "H", "H", "H", "N", "C", "C", "C", "C", "H", "H", "H", "H", "H", "N", "C", "C", "C", "C", "H", "H", "H", "H", "H", "N", "C", "C", "C", "C", "H", "H", "H", "H", "H", "N", "C", "C", "C", "C", "H", "H", "H", "H", "H", "N", "C", "C", "C", "C", "H", "H", "H", "H", "H", "N", "C", "C", "C", "C", "H", "H", "H", "H", "H"], "positions_angstrom": [[-1.163, -1.651, 1.943], [-0.268, -0.531, 1.351], [-0.302, -0.411, -0.186], [-0.880, 0.894, -0.758], [0.098, 2.115, -0.801], [1.268, 2.165, 0.208], [2.603, 1.582, -0.335], [3.052, 0.252, 0.283], [4.553, 0.227, 0.401], [4.922, -0.951, 1.156], [4.840, -2.314, 0.510], [5.262, -0.829, 2.307], [-1.968, 1.327, 0.059], [-3.463, 0.525, -0.293], [-4.370, 2.083, -0.837], [-4.851, -0.337, -0.793], [-4.073, 0.785, 1.544], [-5.189, -0.031, 1.893], [-4.875, -1.195, 2.608], [-4.731, -2.425, 1.684], [-2.821, 0.190, -1.899], [-1.553, 0.761, -2.158], [-1.863, 2.099, -2.881], [-0.868, 2.507, -3.984], [-1.110, 1.816, -5.260], [-0.960, -0.238, -3.121], [-1.735, -1.432, -3.246], [-1.683, -2.431, -2.614], [-2.503, -1.353, -4.337], [0.418, -0.425, -3.126], [1.237, 0.343, -3.526], [0.840, -1.627, -2.665], [-1.842, -1.247, 2.691], [-0.531, -2.374, 2.468], [-1.694, -2.208, 1.176], [-0.454, 0.416, 1.852], [0.753, -0.817, 1.622], [0.709, -0.560, -0.567], [-0.887, -1.245, -0.574], [0.557, 2.150, -1.789], [-0.524, 2.987, -0.627], [1.468, 3.226, 0.381], [1.020, 1.748, 1.181], [2.567, 1.514, -1.424], [3.398, 2.297, -0.110], [2.595, 0.076, 1.252], [2.759, -0.555, -0.398], [4.869, 0.046, -0.553], [5.214, -3.046, 1.223], [5.439, -2.383, -0.400], [3.816, -2.585, 0.251], [-3.003, -0.743, 0.159], [-4.434, 2.119, -1.927], [-3.868, 2.984, -0.473], [-5.392, 2.083, -0.464], [-4.372, 1.822, 1.730], [-3.207, 0.591, 2.194], [-5.698, -1.378, 3.309], [-3.968, -1.090, 3.213], [-5.582, -3.090, 1.854], [-3.853, -3.003, 1.986], [-4.695, -2.154, 0.633], [-2.820, 1.952, -3.374], [-2.010, 2.901, -2.161], [0.176, 2.445, -3.679], [-1.042, 3.573, -4.191], [-1.233, 2.478, -6.011], [-0.346, 1.200, -5.496], [-2.377, -5.698, -0.319], [-1.508, -5.723, 0.742], [-2.192, -6.189, 1.832], [-3.524, -6.457, 1.412], [-3.605, -6.149, 0.082], [-2.156, -5.381, -1.246], [-0.487, -5.398, 0.632], [-1.788, -6.314, 2.822], [-4.334, -6.823, 2.021], [-4.429, -6.197, -0.608], [9.392, -0.891, 1.197], [10.498, -0.502, 0.490], [10.186, 0.659, -0.167], [8.839, 0.982, 0.160], [8.378, 0.007, 1.004], [9.331, -1.710, 1.772], [11.405, -1.080, 0.515], [10.848, 1.215, -0.809], [8.274, 1.832, -0.183], [7.425, -0.123, 1.486], [-2.321, 6.222, -3.258], [-2.700, 7.012, -2.209], [-4.035, 7.285, -2.346], [-4.484, 6.616, -3.518], [-3.404, 5.969, -4.054], [-1.394, 5.871, -3.415], [-1.991, 7.316, -1.459], [-4.627, 7.883, -1.673], [-5.485, 6.605, -3.915], [-3.312, 5.348, -4.929], [-0.889, 0.740, 5.112], [-0.145, 0.850, 6.255], [-0.925, 0.432, 7.303], [-2.187, 0.054, 6.767], [-2.130, 0.257, 5.413], [-0.574, 0.978, 4.189], [0.868, 1.212, 6.226], [-0.623, 0.399, 8.337], [-3.036, -0.324, 7.310], [-2.863, 0.100, 4.640], [0.351, -7.895, -1.389], [0.378, -8.940, -0.509], [1.392, -9.780, -0.887], [2.002, -9.215, -2.041], [1.337, -8.052, -2.324], [-0.298, -7.131, -1.347], [-0.323, -8.992, 0.307], [1.668, -10.696, -0.391], [2.833, -9.616, -2.597], [1.480, -7.326, -3.106], [2.054, 6.713, -0.744], [2.688, 6.709, 0.469], [1.752, 6.435, 1.430], [0.504, 6.266, 0.772], [0.724, 6.444, -0.567], [2.497, 6.885, -1.627], [3.745, 6.896, 0.543], [1.940, 6.360, 2.488], [-0.445, 6.035, 1.228], [0.053, 6.394, -1.406]], "atomic_forces_ev_per_a": [[0.67, 0.13, 0.17], [0.30, -0.63, 0.10], [0.00, -0.05, -0.30], [-0.05, 1.36, 0.58], [0.40, -0.95, 0.67], [0.30, 0.26, -0.69], [-0.03, 0.22, 0.71], [0.35, 0.23, -0.90], [-0.31, -1.06, -0.10], [0.01, 0.56, 0.30], [0.24, -0.23, 0.01], [-0.12, -0.14, -0.10], [0.27, -0.28, -0.39], [-1.88, -0.20, 1.32], [0.39, 0.02, -0.50], [0.34, 0.21, 0.05], [0.26, 0.24, -0.70], [0.29, 0.36, 0.59], [-0.29, -0.59, -0.52], [-0.16, -0.39, 0.85], [1.08, -0.11, -0.45], [-2.57, 0.35, 0.04], [1.03, -0.36, -0.59], [-0.47, 0.81, -0.24], [0.07, -0.13, 0.18], [1.19, -0.90, 0.52], [-0.35, -0.21, 0.26], [0.06, 0.13, -0.20], [0.02, 0.16, 0.23], [0.01, 0.09, -0.24], [-0.07, 0.03, 0.36], [-0.19, 0.05, -0.45], [-0.29, -0.12, -0.17], [-0.06, 0.00, 0.02], [-0.26, 0.15, 0.02], [-0.24, 0.11, -0.18], [0.01, 0.20, 0.00], [-0.02, 0.09, -0.03], [-0.03, 0.03, -0.02], [-0.09, 0.27, 0.03], [-0.07, 0.08, -0.24], [-0.12, -0.01, 0.09], [-0.06, -0.11, 0.01], [-0.04, -0.15, -0.02], [0.00, -0.02, 0.05], [0.18, 0.13, 0.15], [-0.22, -0.15, 0.28], [0.05, 0.21, 0.02], [-0.01, -0.01, -0.01], [-0.03, 0.17, -0.03], [-0.06, 0.19, -0.03], [0.40, 0.04, -0.32], [-0.01, 0.10, 0.09], [0.03, -0.06, -0.02], [0.00, -0.20, 0.18], [-0.03, 0.02, -0.08], [-0.08, -0.17, 0.03], [0.02, 0.11, -0.02], [0.03, 0.26, -0.08], [-0.05, 0.00, -0.24], [0.08, 0.00, -0.30], [0.12, 0.11, 0.06], [-0.02, -0.11, -0.04], [0.11, -0.09, 0.14], [-0.09, -0.14, 0.00], [-0.01, 0.01, 0.20], [0.11, -0.02, -0.07], [-0.01, -0.04, -0.02], [0.08, -0.17, 0.00], [0.00, 0.05, -0.10], [0.01, -0.03, 0.00], [-0.01, -0.05, 0.04], [0.04, 0.05, -0.06], [-0.07, 0.23, 0.01], [-0.01, 0.05, 0.03], [0.00, 0.01, 0.00], [0.00, 0.00, 0.01], [-0.01, 0.03, 0.02], [0.03, 0.03, -0.05], [-0.01, -0.04, 0.02], [0.00, 0.00, 0.00], [0.03, -0.01, -0.03], [-0.03, -0.04, 0.01], [-0.01, 0.01, 0.02], [0.00, 0.01, -0.01], [0.00, 0.00, 0.00], [-0.01, 0.00, 0.01], [0.00, 0.07, 0.05], [-0.08, 0.01, 0.05], [0.06, 0.12, 0.04], [0.00, -0.07, -0.03], [0.05, 0.05, 0.04], [0.05, -0.04, -0.14], [-0.02, -0.09, 0.01], [-0.04, 0.03, 0.03], [0.00, -0.01, 0.01], [0.00, -0.02, 0.01], [-0.04, -0.02, 0.01], [0.02, 0.00, 0.04], [0.00, 0.01, -0.03], [0.01, -0.01, 0.00], [0.05, 0.01, 0.02], [-0.07, -0.01, -0.09], [-0.02, -0.02, -0.03], [0.00, 0.00, 0.01], [0.01, 0.00, 0.00], [-0.01, 0.00, -0.01], [0.00, 0.04, 0.04], [0.07, -0.03, -0.03], [-0.04, 0.01, 0.01], [0.01, 0.00, 0.00], [0.01, -0.01, 0.00], [-0.05, 0.03, 0.00], [-0.04, -0.01, 0.07], [0.00, 0.01, 0.00], [0.00, 0.00, 0.00], [0.00, 0.00, 0.00], [0.01, -0.01, 0.00], [-0.02, -0.01, 0.04], [0.01, 0.00, -0.02], [0.02, 0.00, 0.00], [-0.05, 0.00, 0.00], [0.06, -0.02, -0.02], [0.01, -0.02, -0.01], [0.00, -0.01, 0.02], [0.00, -0.01, 0.00], [0.00, -0.02, -0.01], [-0.01, -0.02, -0.01]], "energy_ev": -88799.0987, "orbital_gap_ev": 6.771, "charge": -1, "e_homo_ev": -4.8, "lumo_ev": 2.0}

=====

{"formula": "C43H67BrGeNOPSV", "method": "ωB97M-V/def2-TZVPD", "elements": ["V", "C", "C", "C", "C", "C", "C", "C", "Br", "C", "O", "C", "C", "C", "C", "C", "C", "H", "H", "H", "H", "H", "H", "H", "H", "H", "H", "H", "H", "H", "H", "H", "H", "H", "H", "H", "H", "S", "C", "N", "C", "C", "C", "C", "C", "C", "H", "H", "H", "H", "H", "C", "C", "C", "C", "Ge", "C", "C", "C", "C", "H", "H", "H", "H", "H", "H", "H", "H", "H", "H", "H", "H", "H", "H", "H", "H", "H", "H", "H", "C", "C", "C", "C", "P", "C", "C", "C", "C", "C", "C", "C", "C", "C", "C", "H", "H", "H", "H", "H", "H", "H", "H", "H", "H", "H", "H", "H", "H", "H", "H", "H", "H", "H", "H", "H", "H", "H"], "positions_angstrom": [[0.542, -0.594, 0.608], [-5.791, 1.804, -0.278], [-5.123, 1.209, -1.578], [-5.567, 2.050, -2.774], [-5.537, -0.261, -1.637], [-3.604, 1.269, -1.323], [-3.117, 0.964, -0.044], [-1.758, 1.147, 0.114], [-1.106, 1.301, 1.998], [-0.834, 1.315, -0.902], [0.550, 1.309, -0.554], [-1.318, 1.467, -2.228], [-2.723, 1.458, -2.323], [-0.520, 1.792, -3.548], [-1.019, 0.693, -4.507], [0.971, 1.746, -3.597], [-1.013, 3.151, -3.986], [-6.826, 1.884, -0.570], [-5.259, 2.737, -0.051], [-5.683, 1.188, 0.655], [-6.644, 2.051, -2.882], [-5.179, 1.709, -3.781], [-5.224, 3.024, -2.618], [-6.639, -0.288, -1.698], [-5.152, -0.747, -0.700], [-5.092, -0.737, -2.458], [-3.757, 0.723, 0.834], [-3.237, 1.575, -3.265], [-2.043, 0.793, -4.821], [-1.031, -0.304, -4.073], [-0.307, 0.713, -5.338], [1.426, 0.766, -3.433], [1.530, 2.346, -2.906], [1.291, 2.125, -4.549], [-2.015, 3.388, -3.634], [-0.935, 3.368, -5.065], [-0.411, 3.935, -3.591], [4.358, -1.282, -1.791], [3.353, -0.831, -0.597], [2.067, -1.067, -0.765], [1.846, -1.693, -1.952], [0.562, -1.938, -2.488], [0.521, -2.355, -3.824], [1.721, -2.583, -4.528], [2.981, -2.475, -3.958], [3.012, -1.914, -2.679], [3.700, -0.444, 0.364], [-0.388, -1.744, -1.941], [-0.478, -2.502, -4.244], [1.633, -3.011, -5.525], [3.896, -2.608, -4.514], [2.897, 7.031, 1.196], [1.728, 6.048, 1.497], [0.838, 5.645, 0.313], [0.104, 4.316, 0.432], [1.397, 2.862, 0.143], [2.331, 2.323, 1.698], [3.792, 2.773, 1.819], [4.373, 2.343, 3.135], [5.826, 2.687, 3.344], [2.587, 8.068, 1.076], [3.382, 6.667, 0.286], [3.617, 7.017, 1.977], [1.177, 6.483, 2.338], [2.192, 5.185, 2.019], [1.601, 5.611, -0.526], [0.188, 6.488, 0.031], [-0.719, 4.258, -0.301], [-0.417, 4.276, 1.420], [2.217, 3.182, -1.035], [2.336, 1.223, 1.744], [1.771, 2.622, 2.576], [3.804, 3.855, 1.779], [4.427, 2.354, 1.058], [4.355, 1.251, 3.154], [3.663, 2.660, 3.988], [6.507, 2.033, 2.804], [5.985, 2.531, 4.398], [6.021, 3.745, 3.085], [0.947, -3.881, 3.818], [0.514, -2.554, 3.151], [1.799, -1.840, 2.724], [-0.363, -1.655, 4.047], [-0.336, -2.906, 1.477], [0.677, -4.320, 0.885], [1.813, -4.071, 0.117], [2.555, -5.143, -0.401], [2.271, -6.456, 0.027], [1.128, -6.640, 0.800], [0.283, -5.601, 1.192], [-2.140, -3.365, 1.639], [-2.675, -4.154, 0.420], [-2.536, -4.169, 2.927], [-3.016, -2.108, 1.610], [1.361, -3.522, 4.777], [1.834, -4.368, 3.344], [0.144, -4.583, 4.016], [2.424, -1.703, 3.607], [1.681, -0.849, 2.335], [2.425, -2.493, 2.054], [0.233, -1.167, 4.885], [-1.105, -2.235, 4.563], [-0.944, -0.947, 3.504], [2.031, -3.075, -0.116], [3.382, -4.886, -1.121], [2.811, -7.364, -0.371], [0.919, -7.637, 1.106], [-0.640, -5.808, 1.679], [-2.283, -5.162, 0.328], [-2.534, -3.653, -0.501], [-3.758, -4.252, 0.469], [-1.847, -4.988, 3.153], [-3.516, -4.589, 2.717], [-2.579, -3.636, 3.889], [-2.696, -1.529, 0.779], [-2.828, -1.448, 2.492], [-4.047, -2.405, 1.478]], "atomic_forces_ev_per_a": [[-0.63, 0.56, -0.37], [1.01, -0.44, -0.39], [0.47, -0.05, 1.73], [0.30, -1.94, -1.11], [-0.42, 0.74, 1.56], [-1.53, -1.39, 1.52], [-0.01, 0.76, 0.56], [-0.30, -0.45, 1.63], [-0.10, -0.63, -1.14], [1.34, 0.41, -1.02], [-1.23, -0.23, 0.23], [0.64, 0.46, 0.83], [1.02, 0.18, -1.47], [-1.99, -1.26, 0.92], [0.52, -0.17, -0.36], [1.26, -0.42, 0.81], [-0.33, 0.97, -0.82], [-0.46, 0.55, 0.60], [-0.79, 0.20, -0.10], [-0.32, 0.21, -1.12], [-0.26, 0.02, 0.17], [-0.28, 0.14, 1.13], [0.38, 1.80, 0.07], [0.48, -0.40, 0.09], [-0.65, 0.16, -0.79], [0.45, -0.86, -1.33], [0.63, 0.39, -0.93], [0.62, 0.24, -0.38], [-0.29, 0.60, -0.50], [0.53, 0.06, 0.24], [-0.55, -0.27, -0.31], [-0.39, -0.32, -0.31], [-0.24, 0.76, 0.68], [0.07, -0.07, -0.74], [-0.10, -0.18, -0.37], [-0.23, -0.65, 0.18], [0.76, 0.63, 0.79], [1.37, -0.85, -1.57], [-1.61, 0.65, 2.44], [0.54, 0.24, 1.18], [-1.14, 0.36, -0.93], [0.14, -0.14, -0.94], [-0.09, 0.24, 1.54], [-0.07, -1.18, -0.39], [-0.70, 1.09, -0.06], [0.01, -0.26, -0.32], [0.10, 0.12, -0.47], [0.89, -0.14, -0.25], [0.64, -0.09, -0.27], [0.11, 0.29, 0.08], [-0.06, -0.27, -0.16], [-1.09, -0.76, -1.04], [0.51, 0.35, 1.55], [1.89, 0.86, -1.01], [-0.93, -0.03, 0.52], [-1.51, 0.88, 0.05], [0.84, -1.12, 0.37], [-0.71, 0.31, 0.47], [-1.14, -0.68, 1.08], [-0.22, 0.99, 0.28], [-0.17, -0.11, -0.23], [0.17, 0.37, -0.02], [0.58, -0.10, 0.78], [-0.47, 0.01, -0.27], [-0.24, -0.08, -0.66], [-0.99, -0.17, 0.36], [-0.05, -0.39, 0.23], [0.39, -0.05, 0.03], [0.55, -0.24, -0.57], [0.85, 0.25, -0.84], [-0.06, -0.11, -0.02], [-0.16, 0.25, 0.21], [0.33, 0.32, -0.33], [0.12, 0.04, -0.80], [-0.37, -0.27, 0.13], [1.31, -0.17, -1.10], [-0.07, 0.07, -0.20], [0.61, 0.17, 0.37], [0.13, -0.49, 0.22], [1.22, 1.08, 0.88], [-0.53, -0.71, -0.82], [0.95, -1.99, 0.24], [1.19, -0.52, 1.27], [0.56, 0.56, -0.06], [-0.95, 1.00, 0.01], [-0.36, -2.05, -0.01], [0.88, 0.38, -0.07], [-0.07, 0.21, -1.12], [0.19, -0.06, 0.12], [1.26, -0.72, -0.67], [-1.21, -0.68, 0.74], [0.30, -0.82, 0.58], [0.77, -0.20, 0.00], [1.34, 0.66, 1.29], [-0.28, -0.49, 0.10], [-1.02, 0.28, -0.05], [0.00, -0.02, -0.08], [0.02, 0.27, 0.11], [-0.13, 1.26, -0.37], [-0.69, 0.77, 0.36], [-0.52, -0.39, -1.22], [-0.28, -0.56, 0.28], [-0.02, 0.82, -0.44], [0.46, 0.77, -0.31], [-0.84, -0.59, 0.91], [-0.46, 1.32, 0.64], [-0.41, -0.66, 0.14], [-0.37, -0.19, 0.46], [0.18, -0.07, -0.01], [0.61, 0.69, -1.06], [-0.06, -0.01, 0.47], [-0.20, -0.13, -0.34], [-0.11, -0.10, 0.22], [-0.11, 0.39, -0.65], [-0.06, 0.65, -1.08], [-0.60, -0.61, -0.43], [-0.29, 0.19, 0.32]], "energy_ev": -221571.9283, "s2": 3.76, "de_lowest_kcal_mol": 0.0, "spin_multiplicity": 4, "orbital_gap_ev": [8.478, 8.762], "charge": 2, "e_homo_ev": [-14.0, -14.0], "lumo_ev": [-5.5, -5.2]}

=====

> Which of these has the lowest charge?

C43H66F3N9O6P

=====

> Among the records above, which one has the highest charge?

C43H67BrGeNOPSV

=====

> Which of these has the lowest charge?

C43H66F3N9O6P